73
Properties=species:S:1:pos:R:3:forces:R:3 method="wB97M-V/def2-TZVPD" fmax_ev_per_a=6.00 e_tot_ha=-4605.541576 homo_lumo_gap_ev=9.98 charge=0 smiles="O=C1C[C@@H](Br)[C@H](S)O1.CC#N.CC#N.CC#N.CC#N.CC#N.CC#N.CC#N.CC#N.CC#N.CC#N"
Br 1.6079 -3.9215 -0.2736 -0.264 0.422 -0.883
S -0.8798 -0.3089 -1.3171 -0.356 -0.533 0.355
O 2.4610 1.1429 -0.1451 -2.450 -4.658 1.505
O 0.9641 -0.5820 0.7542 -0.330 1.313 -1.790
N -5.5777 -4.3091 6.3430 1.225 -4.396 1.186
N -2.0389 2.8731 -6.0464 -0.414 -3.202 -3.385
N -2.4113 6.3847 2.6569 4.291 1.896 -0.518
N 0.4956 4.3384 -3.7168 -4.896 -1.926 2.891
N -0.9271 -2.4151 5.4791 1.951 3.523 -2.368
N 4.3950 2.1152 -7.7695 -0.770 1.814 4.246
N 1.7056 -1.3025 -4.1736 -1.859 4.477 -1.295
N 0.3193 2.2055 5.5651 -2.208 2.697 -3.425
N -2.9510 -5.0420 1.4556 -0.715 1.795 4.218
N 5.5576 -2.9896 1.1222 -0.600 -4.642 -0.214
C 3.9746 3.1615 -5.3267 0.114 -0.332 -0.876
C 0.0278 7.4842 2.3673 -0.863 -0.366 0.105
C 2.0892 -0.0402 0.0347 2.603 1.044 -0.554
C -5.2601 -5.4164 6.6397 -0.977 3.179 -0.773
C -1.7354 3.5089 -2.4262 0.810 0.270 -0.477
C 1.4534 -2.1029 -1.0605 1.714 1.434 0.292
C -3.3758 -4.0180 3.9084 0.263 -0.369 -0.997
C -0.9179 3.4760 3.5412 0.507 -0.523 0.742
C -2.1361 2.0760 -6.9242 0.244 2.307 2.488
C 0.6524 1.0926 -4.8292 0.480 -1.011 0.256
C 2.8055 -1.3275 -0.6003 -0.856 1.911 -1.302
C 5.4134 -4.1694 1.0730 0.382 3.378 0.132
C 5.2296 -5.6571 1.0104 0.127 0.931 0.045
C -1.3326 6.8708 2.5288 -3.127 -1.301 0.325
C -4.8588 -6.8132 7.0140 -0.247 0.878 -0.243
C -0.4394 -1.5193 4.8658 -1.344 -2.520 1.674
C 4.2091 2.5779 -6.6895 0.547 -1.336 -3.085
C 0.1751 -0.3931 4.0890 -0.212 -0.888 0.586
C -0.4955 3.9636 -3.1442 3.793 1.542 -2.217
C -3.1389 -4.5895 2.5406 0.523 -1.275 -3.094
C 0.2373 -1.3773 -0.2439 0.777 -1.675 -0.043
C -0.2279 2.7688 4.6708 1.570 -1.385 2.664
C 1.2448 -0.2418 -4.4667 1.344 -3.167 0.870
C -2.2588 1.0710 -8.0321 0.096 0.641 0.679
H -2.4070 3.0092 -3.1267 0.151 0.105 -0.059
H -3.2108 1.2030 -8.5488 0.090 0.044 0.109
H -0.8604 4.5549 3.6878 -0.052 -0.192 0.071
H -2.1960 -0.7667 -1.1144 1.651 0.052 0.244
H 5.4762 -6.0194 0.0110 -0.022 0.118 0.086
H 0.8993 1.3397 -5.8635 0.020 -0.070 0.099
H -2.2122 0.0603 -7.6229 0.003 0.135 0.024
H -3.7712 -6.8841 7.0706 -0.110 0.082 -0.019
H 0.1707 8.2704 3.1105 -0.086 -0.107 -0.054
H 3.3687 -0.8611 -1.5004 -0.949 -1.156 1.258
H -3.6692 -4.8107 4.5965 0.021 0.113 -0.178
H -1.9669 3.1781 3.5020 0.112 0.056 0.070
H 3.5759 -1.9054 0.0119 -1.468 0.956 -0.382
H -2.4623 -3.5463 4.2766 -0.114 -0.109 -0.070
H -4.1706 -3.2716 3.8666 0.035 -0.148 -0.010
H 1.0780 -0.7405 3.5833 -0.158 -0.089 0.011
H -0.4385 3.2187 2.5946 0.016 -0.041 0.125
H -0.5324 -0.0279 3.3422 0.031 -0.104 0.063
H 3.1735 3.9017 -5.3721 0.049 -0.096 -0.024
H -1.4441 1.2045 -8.7459 -0.062 0.043 0.121
H -0.4330 1.0587 -4.7223 0.134 -0.051 0.031
H 1.4913 -1.9725 -2.2014 -0.830 -1.112 1.762
H 3.6903 2.3725 -4.6281 0.056 0.040 -0.112
H -0.3473 -2.2529 0.2222 0.723 1.925 -0.329
H 0.7970 6.7218 2.5022 -0.120 0.034 -0.009
H -2.2495 4.3676 -1.9909 0.120 -0.029 -0.091
H -1.4688 2.8122 -1.6298 0.094 0.059 -0.077
H 4.1929 -5.9123 1.2366 0.090 0.121 -0.025
H 5.8833 -6.1426 1.7371 -0.046 0.127 -0.058
H 0.4371 0.4283 4.7636 -0.109 -0.597 -0.182
H 1.0489 1.8694 -4.1734 -0.029 -0.125 -0.054
H -5.2236 -7.5174 6.2644 0.009 0.133 0.045
H 0.1241 7.9152 1.3694 -0.076 -0.080 0.094
H -5.2839 -7.0737 7.9847 0.020 0.100 -0.106
H 4.8850 3.6438 -4.9672 -0.066 -0.086 -0.096



20
Properties=species:S:1:pos:R:3:forces:R:3 method="wB97M-V/def2-TZVPD" fmax_ev_per_a=4.42 e_tot_ha=-348.881242 homo_lumo_gap_ev=9.94 charge=0 smiles=C[C@H]1[C@@H]2CCOC[C@@H]12
O 1.8786 1.0466 -0.0337 1.315 0.184 0.657
C -1.4318 -0.5035 0.3021 0.506 -0.205 2.825
C 1.1885 -1.4087 0.3765 2.551 0.909 0.790
C -2.6512 0.2114 -0.4167 -1.245 -3.565 -1.994
C 0.6048 1.6526 0.1538 -1.983 -1.963 -0.603
C 2.1506 -0.2983 -0.4856 -1.477 0.071 3.721
C -0.3793 0.6256 0.7445 2.632 -3.412 0.279
C 0.0515 -0.6236 -0.1219 -3.964 -0.599 -1.870
H -1.5396 -1.4929 1.0955 -0.410 3.561 -1.682
H 0.1230 0.5958 1.7410 -1.237 -1.065 -0.176
H 0.5309 2.2801 1.0334 1.334 1.569 -0.988
H 3.1555 -0.4314 -0.3156 2.439 -0.150 0.855
H 0.2536 1.8738 -0.8254 -0.321 1.654 -0.601
H -2.1753 0.3695 -1.4059 -0.974 0.284 0.107
H -3.2292 1.0833 -0.1291 1.388 0.652 1.123
H 0.3904 -0.5351 -1.1850 -2.360 1.062 0.535
H 2.0305 -0.4057 -1.5212 -0.594 -0.352 -1.559
H -3.6692 -0.4379 -0.5607 2.808 0.495 -0.049
H 1.5506 -2.5182 0.0086 -1.468 2.686 1.175
H 1.1673 -1.0832 1.5454 1.060 -1.815 -2.544



63
Properties=species:S:1:pos:R:3:forces:R:3 method="wB97M-V/def2-TZVPD" fmax_ev_per_a=3.21 e_tot_ha=-1047.718080 spin_multiplicity=2 homo_lumo_gap_ev="9.78 / 3.04" charge=+1 s_squared=0.754
O 2.6045 3.6426 4.6490 -0.121 0.626 0.786
O 1.5213 0.4647 0.1336 -1.410 1.239 -0.486
O -2.9593 -3.1545 3.8407 0.784 -0.537 -0.083
O -0.9204 1.9595 -0.3722 -1.909 0.289 -1.336
O 4.3450 -0.3008 0.8414 -0.389 0.180 -0.065
O -1.7529 -0.7353 -5.0209 -1.968 1.811 -0.588
C -1.3126 1.5838 -1.6757 -2.488 -1.557 0.532
C -0.7575 -1.6762 -4.9229 1.229 0.132 -0.108
C 2.1916 3.1867 3.3927 0.082 -1.322 0.790
C 0.5391 -0.9078 -4.7970 0.966 -1.547 1.915
C -3.9957 -2.1514 1.8441 -1.068 -1.083 0.444
C -2.8259 1.6795 -1.9083 -0.060 0.307 1.149
C 1.7378 -1.5276 -1.0962 0.112 -0.248 0.253
C 1.0048 -0.8471 0.0303 1.561 -1.187 1.152
C -3.2757 -1.9641 3.1757 -1.677 1.347 -0.158
C 3.3554 3.2303 2.4612 -0.493 -0.213 -1.204
C -0.5584 2.5745 -2.4915 2.208 2.169 -0.848
C 1.6601 1.7514 3.5628 -0.452 0.354 -0.991
C 1.1850 -1.5362 1.4171 -0.888 -0.294 -0.649
C -1.1360 -2.4701 -3.6961 0.526 -0.091 1.014
C -2.0474 -1.1199 2.9873 0.959 -0.506 -0.060
H -0.7662 3.5928 -2.1628 -0.219 -0.016 -0.134
H 4.0113 2.3778 2.6375 0.181 0.092 -0.117
H 0.5599 -0.4576 -3.8046 -0.295 0.854 -0.038
H 3.5555 3.7597 4.5900 -0.012 0.167 0.340
H 3.8973 4.1761 2.4632 -0.019 -0.002 0.191
H -3.2838 0.9090 -1.2881 -0.039 -0.180 -0.021
H -2.0505 -3.0512 -3.8141 0.296 -0.181 -0.152
H -3.9104 -1.3599 3.8239 -0.502 -0.151 0.192
H 1.4071 -1.0586 -2.0229 -0.014 -0.642 -0.224
H 0.7976 1.7178 4.2284 0.274 0.033 0.295
H 1.3756 3.7699 2.9659 -0.112 0.499 0.378
H -3.0839 1.4676 -2.9459 0.293 0.166 0.028
H 2.8585 3.1546 1.4940 0.658 -0.262 -0.558
H -0.0510 -0.8676 -0.2399 -0.259 0.570 0.305
H -0.3333 -3.0039 -3.1873 0.113 -0.784 -0.771
H -0.7788 2.4870 -3.5554 -0.438 -0.365 0.107
H 0.4047 -2.2973 1.4167 -0.104 -0.029 0.662
H -1.0957 0.5587 -1.9760 1.136 -0.133 0.442
H 1.2769 1.4458 2.5892 -0.069 -0.181 -0.217
H -4.5819 -1.3124 1.4692 1.161 0.823 -0.287
H -4.8913 -2.7658 1.9358 0.148 -0.887 0.516
H 0.8492 -0.2122 -5.5768 -0.254 -0.273 -0.117
H -3.3359 -2.6797 1.1558 -0.073 0.439 -0.437
H 1.2715 -1.6889 -4.5931 0.725 0.109 -0.754
H 4.8239 -1.1251 0.9273 0.058 -0.322 0.066
H 5.0218 0.3527 0.6649 0.212 0.268 -0.033
H 1.5787 -2.5992 -0.9756 -0.202 -0.083 -0.774
H 2.1018 -2.0745 1.6575 0.369 0.247 -0.719
H 2.4466 0.2962 0.3260 0.763 0.503 0.240
H -1.7847 -1.1023 1.9295 0.228 0.169 -0.072
H -1.2551 -1.6486 3.5172 0.280 0.361 0.045
H -2.1427 -0.1018 3.3647 -0.035 -0.107 -0.016
H 2.8146 -1.3697 -1.0348 0.023 0.084 0.224
H -1.3370 -1.7656 -2.8890 -0.433 0.567 -0.127
H -1.3268 0.0480 -5.3764 -0.477 0.154 -0.314
H -3.2527 2.6166 -1.5508 0.067 0.174 -0.327
H 2.4215 1.0176 3.8273 0.077 0.221 0.324
H -0.6529 -2.2338 -5.8536 -0.439 -0.617 0.047
H 0.5145 2.4331 -2.3611 0.036 -0.119 -0.056
H -3.6420 -3.8239 3.7542 -0.230 0.179 -0.110
H -0.0991 1.5423 -0.1018 2.061 -1.093 0.577
H 1.0645 -0.8055 2.2170 -0.439 -0.126 -0.065



13
Properties=species:S:1:pos:R:3:forces:R:3 method="wB97M-V/def2-TZVPD" fmax_ev_per_a=10.59 e_tot_ha=-294.387826 homo_lumo_gap_ev=9.85 charge=0 smiles="C=C(F)/C=C/C"
F 0.4272 1.9808 -1.5416 -0.747 -2.425 -1.055
C 0.0766 -0.5747 0.6649 -2.493 -6.751 5.536
C 0.1045 0.5846 -1.4724 -0.951 -0.007 -2.635
C 0.5622 0.1711 -0.1687 3.722 9.748 -1.830
C -0.6239 -0.1192 -2.4438 2.693 0.304 3.629
C 0.1211 -0.2540 2.2413 -1.813 0.615 -1.608
H -0.8201 -1.2209 -2.1457 0.293 2.082 -0.908
H -0.6837 0.2751 -3.4369 -0.604 0.035 -0.253
H 1.0429 1.1588 0.5221 -0.949 -2.459 -2.870
H -0.3828 -1.5785 0.2070 0.251 1.978 1.889
H 0.6844 -1.1556 2.6121 -1.741 0.693 0.818
H -1.1320 -0.0074 2.1995 3.356 -1.443 1.637
H 0.6237 0.7398 2.7622 -1.017 -2.369 -2.351